DFT (wB97M-V/def2-TZVPD) results for a molecular structure, C6H9AlNaO5 at a distorted geometry.

Calculated values
max |F|	4.53	eV/Å
molar mass	211.11	g/mol
HOMO	-0.427	Eh
orbital gap	6.46	eV
total energy	-27609.48813	eV
charge	+1

The geometry in XYZ format:
```
22
Properties=species:S:1:pos:R:3:forces:R:3
O 2.333574 -1.054383 1.074433 -2.322 0.024 0.617
C 2.648773 -0.399513 -0.111060 -2.991 -1.631 -1.217
C 2.314046 1.043871 -0.040622 -3.223 1.190 -1.647
O 1.365954 1.314968 0.931769 -2.956 -1.642 3.014
Al 0.458141 -0.321969 1.487495 2.849 1.512 -3.174
H 3.686191 -0.566822 -0.457241 -0.772 -0.404 0.007
H 3.170724 1.672572 0.275775 -0.230 0.123 -1.607
O -2.007844 0.938078 -0.443867 0.859 1.113 1.883
C -0.871185 0.671636 -1.181055 -0.865 -3.661 -1.481
C -0.400778 -0.652029 -1.200145 -0.475 2.527 -0.451
O -0.592950 -1.414790 -0.031240 0.420 0.135 0.621
C -1.970874 -1.339855 0.365464 -0.691 -0.098 0.045
C -2.198937 0.119199 0.756521 -0.859 -1.010 -1.544
O -1.309105 0.437944 1.724746 2.532 -0.259 1.034
Na -0.401440 2.501673 1.376305 -0.035 0.533 -0.133
H -0.802236 1.298451 -2.071184 -0.007 -0.199 0.305
H -0.296366 -1.221494 -2.121184 0.939 0.184 0.320
H -2.064796 -1.990552 1.241942 -0.226 0.097 -0.267
H -2.610826 -1.660951 -0.467724 0.197 0.000 0.300
H -3.261890 0.264175 1.012649 0.528 0.296 0.175
H 1.239456 1.190467 -1.049332 4.201 0.589 1.326
H 1.572373 -0.830674 -1.072441 3.126 0.579 1.876
```
Positions in Å, forces in eV/Å.

***

DFT (wB97M-V/def2-TZVPD) results for a molecular structure, BrH10O5Pt at a distorted geometry.

Calculated values
max |F|	1.94	eV/Å
molar mass	365.06	g/mol
HOMO (alpha / beta)	-0.139 / -0.313	Eh
orbital gap (alpha / beta)	3.72 / 8.00	eV
total energy	-83684.77656	eV
spin multiplicity	4

The geometry in XYZ format:
```
17
Properties=species:S:1:pos:R:3:forces:R:3
Pt -18.016450 -3.902050 -7.568780 0.865 0.647 1.610
Br -17.029740 -2.992000 -5.289640 -0.375 -0.269 -0.783
O -18.029030 -1.885690 -8.817550 -0.125 0.113 -0.049
H -18.648330 -1.852260 -9.546650 -0.426 -0.285 -0.400
H -17.595780 -1.032270 -8.831360 0.382 0.367 0.410
O -18.692070 -4.652600 -9.531890 -0.045 0.417 0.281
H -19.574410 -5.022120 -9.565910 -1.250 -0.407 0.035
H -18.302950 -4.882390 -10.375700 0.775 -0.255 -1.019
O -17.701550 -6.117270 -7.185620 0.014 -0.380 -0.134
H -18.436210 -6.524690 -7.644430 -0.448 -0.227 -0.448
H -17.368630 -6.804170 -6.608070 0.344 0.037 0.645
O -20.200940 -3.707610 -7.047180 -0.245 0.387 0.124
H -20.405360 -2.774070 -7.101400 -0.015 0.577 0.035
H -21.044070 -4.128560 -6.879360 -0.312 -0.708 0.071
O -16.043530 -3.969140 -8.530710 0.779 -0.099 -0.527
H -16.058290 -3.760510 -9.464780 -0.253 0.147 -0.510
H -15.113710 -4.044890 -8.316400 0.335 -0.062 0.659
```
Positions in Å, forces in eV/Å.

***

DFT (wB97M-V/def2-TZVPD) results for a molecular structure, C28H26I3N6OReS2.

Calculated values
relative energy (zero: lowest compared OMol25 entry of this formula, charge and spin)	0.0	kJ/mol
max |F|	0.86	eV/Å
molar mass	1093.61	g/mol
HOMO (alpha / beta)	-0.558 / -0.559	Eh
orbital gap (alpha / beta)	6.65 / 5.30	eV
total energy	-88526.38492	eV
charge	+3
spin multiplicity	2

The geometry in XYZ format:
```
67
Properties=species:S:1:pos:R:3:forces:R:3
Re 0.155305 -0.073031 -0.337686 0.230 0.268 -0.078
I -5.954570 0.904512 4.068626 -0.002 -0.013 0.004
C -4.553345 0.462354 2.604899 0.063 -0.012 0.001
C -4.791707 0.821733 1.283701 -0.057 0.029 -0.039
C -3.845438 0.560026 0.297660 -0.027 0.001 0.286
I -4.169481 1.190470 -1.653598 0.027 -0.021 -0.039
C -2.670401 -0.081971 0.656046 0.322 0.204 -0.231
O -1.696601 -0.243267 -0.303809 -0.569 -0.636 0.085
C -2.423077 -0.477128 1.972928 -0.109 -0.088 -0.112
C -1.196142 -1.285281 2.279813 0.001 0.243 -0.074
N 0.063033 -0.590879 1.829325 -0.247 -0.212 0.112
C 0.465432 0.457834 2.781565 0.053 -0.073 -0.037
C 1.403785 1.377219 2.075012 -0.085 0.084 0.121
C 2.142734 2.331306 2.761366 -0.031 -0.073 0.034
C 2.930066 3.219234 2.059293 0.033 0.038 -0.020
C 2.965370 3.120519 0.670899 0.024 0.008 0.015
C 2.231121 2.138083 0.056510 0.011 -0.044 0.004
N 1.449813 1.264343 0.737621 0.433 0.473 0.079
C -3.369962 -0.192381 2.944739 -0.069 -0.042 -0.008
H -5.714259 1.320674 1.017441 0.004 0.001 0.013
H -1.242445 -2.235823 1.758890 0.041 -0.090 -0.013
H -1.118531 -1.510706 3.344146 -0.019 0.124 0.034
H 0.786793 -1.305617 1.888401 -0.008 -0.021 0.031
H 0.928983 0.008173 3.661957 0.040 0.042 0.014
H -0.415248 0.996218 3.134117 -0.028 0.028 -0.083
H 2.082784 2.368449 3.841909 -0.007 -0.003 -0.025
H 3.505962 3.976793 2.575175 -0.006 -0.018 0.000
H 3.564198 3.794237 0.073351 -0.023 -0.014 0.001
H 2.248156 2.032974 -1.018623 -0.045 0.016 -0.004
H -3.201354 -0.508215 3.967429 -0.003 0.026 -0.002
C -1.435835 2.912204 1.332055 0.194 0.060 0.015
C -1.050143 2.955970 -0.107768 -0.037 -0.010 0.088
N -0.508290 1.982179 -0.821134 -0.299 0.037 0.046
C -0.464284 2.323019 -2.162582 0.095 -0.073 -0.112
C -0.865643 3.583844 -2.448073 0.017 -0.027 0.067
S -1.388496 4.346690 -1.019694 -0.076 0.006 -0.061
C -0.124705 1.249971 -3.078788 -0.102 0.032 0.191
C -0.068876 1.272695 -4.429150 0.009 0.001 0.036
S 0.288003 -0.285805 -5.005972 0.019 -0.001 -0.059
C 0.358845 -0.906383 -3.434069 0.063 0.030 0.041
N 0.110252 0.007726 -2.496124 -0.020 0.141 -0.352
C 0.707458 -2.347408 -3.265246 0.009 0.013 -0.001
H -1.564964 1.885371 1.657661 0.029 0.017 0.012
H -2.392489 3.415874 1.469984 0.022 0.027 0.005
H -0.700856 3.423559 1.957173 0.007 -0.023 0.017
H -0.927801 4.070295 -3.408830 0.015 -0.013 0.026
H -0.226032 2.106214 -5.095251 -0.002 -0.017 0.018
H 1.132119 -2.731625 -4.191211 -0.019 0.000 -0.008
H -0.180572 -2.938493 -3.045047 0.015 -0.010 0.005
H 1.437598 -2.489759 -2.471771 -0.040 -0.022 -0.003
C 4.680955 -0.848324 -1.714500 -0.039 0.008 0.001
C 3.312083 -0.640693 -1.278213 0.079 -0.031 -0.058
N 2.231054 -0.470493 -0.938072 0.000 -0.201 0.068
H 5.091860 0.101279 -2.059911 0.027 -0.023 -0.002
H 4.697505 -1.570898 -2.530685 0.029 0.001 0.008
H 5.275727 -1.220173 -0.879490 0.009 -0.002 -0.023
I 2.920398 -5.327506 0.946709 0.026 -0.015 0.013
C 1.222105 -4.360173 0.265877 -0.057 0.046 -0.026
C 0.076227 -5.054485 -0.113120 0.007 -0.032 0.005
C -1.018116 -4.332288 -0.558518 -0.017 0.005 0.000
C -0.951835 -2.953476 -0.621864 0.020 0.045 -0.027
N 0.150399 -2.272391 -0.256116 0.081 -0.164 -0.081
C 1.211484 -2.978452 0.179952 -0.068 -0.020 0.077
H 0.039851 -6.135176 -0.056969 0.003 0.015 -0.004
H -1.930109 -4.829961 -0.860020 0.016 -0.008 0.005
H -1.790243 -2.367209 -0.970486 0.006 -0.012 0.005
H 2.084372 -2.416581 0.480138 0.031 -0.007 0.002
```
Positions in Å, forces in eV/Å.